[1]
Here is a structure of composition C14H8BCo2F3O7S from the OMol25 dataset. Energies are from ωB97M-V with the def2-TZVPD basis set.

```
36
Properties=species:S:1:pos:R:3:lowdin_charge:R:1
C -1.9824 -1.9693 0.5810 -0.011
O -0.7075 -1.4164 0.2342 -0.033
C -0.5401 -0.0872 0.4455 -0.287
C 0.7629 0.3348 0.8112 -0.056
B 2.0920 -0.7299 0.8285 -1.091
F 1.8286 -1.5749 1.9035 0.157
F 2.2243 -1.4497 -0.3521 0.158
F 3.2280 0.0441 1.0572 0.118
S 0.6225 1.9574 1.4974 1.144
C -1.2075 2.1566 1.3493 -0.523
C -1.5015 0.9608 0.5426 -0.030
H -1.7568 -3.0481 0.6332 0.123
H -2.3086 -1.5622 1.5604 0.105
H -2.6951 -1.6986 -0.2235 0.109
H -1.4526 3.1143 0.8424 0.132
H -2.5151 0.7664 0.1568 0.137
O -7.2188 3.5677 2.7497 0.279
C -6.3901 4.2265 3.1777 -0.104
Co -5.1828 5.2858 3.7719 0.194
C -4.8384 6.1543 2.2881 -0.080
O -4.6775 6.7438 1.3180 0.256
C -6.4143 6.2575 4.6939 -0.002
O -7.2059 6.8530 5.2725 0.288
C -3.8466 3.6797 3.9695 -0.131
C -2.6641 3.4695 3.2633 -0.068
C -1.9068 2.3409 2.7206 -0.127
Co -2.6740 4.9978 4.3060 0.222
C -1.9545 5.7449 2.7967 -0.008
O -1.4638 6.1654 1.8420 0.278
C -1.3815 5.1783 5.3974 -0.042
O -0.4627 5.2548 6.1029 0.276
C -3.5968 6.5549 4.8818 -0.069
O -3.5869 7.6024 5.4464 0.226
H -4.3858 3.0252 4.6710 0.125
H -0.9871 2.2089 3.4045 0.164
H -2.5780 1.4224 2.6116 0.172
```

Computed properties:
E_LUMO = -11.564 eV
charge = +2

=====

[2]
Here is an isolated molecule of C3H2ClF from the OMol25 dataset. Energies are from ωB97M-V with the def2-TZVPD basis set.

```
7
Properties=species:S:1:pos:R:3:lowdin_charge:R:1
C -0.3875 0.3384 -0.7410 -0.752
C 0.0462 -0.4403 0.3611 -0.174
C 0.5287 -1.0017 1.3113 0.148
H -1.2250 0.0292 -1.3179 0.099
H 1.0845 -1.3814 2.1502 0.047
F 0.6380 0.5245 -1.6667 -0.065
Cl -0.6849 1.9312 -0.0970 0.697
```

Computed properties:
E_LUMO = 0.931 eV
SMILES = C#C[C@H](F)Cl
relative energy (zero: lowest compared OMol25 entry of this formula, charge and spin) = 4.7 kcal/mol

=====

[3]
Here is a structure of composition C23H27BCrF4NO2 from the OMol25 dataset. Energies are from ωB97M-V with the def2-TZVPD basis set.

```
59
Properties=species:S:1:pos:R:3:lowdin_charge:R:1
Cr 1.0550 -0.1032 -0.2409 0.773
C 0.7630 -2.3850 2.0355 -0.066
O 1.5918 -2.0216 0.9369 -0.241
C 1.8850 -3.1334 0.0975 -0.175
C 2.8045 -2.6496 -0.9969 -0.163
O 2.1513 -1.6397 -1.7540 -0.249
C 1.8287 -1.9797 -3.0842 -0.082
H 1.2558 -3.1671 2.6205 0.095
H -0.2110 -2.7337 1.6825 0.098
H 0.6189 -1.4984 2.6479 0.093
H 0.9464 -3.5308 -0.3110 0.134
H 2.3709 -3.9176 0.6906 0.133
H 3.1162 -3.4774 -1.6403 0.134
H 3.6943 -2.1975 -0.5537 0.122
H 2.7377 -2.1877 -3.6563 0.098
H 1.3220 -1.1177 -3.5125 0.099
H 1.1627 -2.8498 -3.1303 0.090
C -3.7066 -1.5291 -2.6501 -0.133
C -2.3887 -1.9673 -2.6745 -0.110
C -1.4987 -1.5884 -1.6854 -0.042
C -1.8769 -0.7402 -0.6289 -0.301
C -3.2146 -0.2982 -0.6265 -0.052
C -4.1014 -0.6900 -1.6137 -0.109
N -0.9266 -0.3353 0.2805 -0.044
C -1.3023 0.0411 1.5587 -0.321
C -0.5483 1.0133 2.2403 -0.044
C -0.8059 1.3326 3.5622 -0.094
C -1.8347 0.7109 4.2599 -0.128
C -2.6035 -0.2373 3.5959 -0.112
C -2.3485 -0.5688 2.2754 -0.059
H -4.4055 -1.8253 -3.4214 0.083
H -2.0475 -2.6160 -3.4739 0.093
H -0.4721 -1.9354 -1.7183 0.073
H -3.5438 0.3792 0.1514 0.108
H -5.1192 -0.3173 -1.5814 0.093
H 0.2353 1.5451 1.7076 0.095
H -0.2008 2.0918 4.0434 0.100
H -2.0396 0.9665 5.2916 0.084
H -3.4126 -0.7381 4.1162 0.092
H -2.9529 -1.3258 1.7902 0.107
F 4.9258 1.7222 -0.0623 0.136
B 4.3771 0.5805 -0.6148 -1.225
F 4.1376 0.7125 -1.9718 0.136
F 5.1550 -0.5496 -0.3484 0.111
F 3.0798 0.3548 0.0534 0.003
C 0.7249 1.4718 -1.6129 -0.187
C 0.2951 2.6225 -0.8051 -0.333
C 1.2276 3.4197 -0.1189 -0.063
C 0.8222 4.4278 0.7409 -0.112
C -0.5282 4.6876 0.9464 -0.134
C -1.4650 3.9195 0.2657 -0.111
C -1.0626 2.9116 -0.5946 -0.071
H 1.6850 1.6481 -2.1063 0.052
H -0.0340 1.1813 -2.3461 0.049
H 2.2850 3.2152 -0.2503 0.111
H 1.5716 5.0140 1.2613 0.092
H -0.8440 5.4709 1.6244 0.082
H -2.5238 4.1022 0.4139 0.092
H -1.8067 2.3093 -1.1047 0.101
```

Computed properties:
E_LUMO (alpha / beta) = 2.608 / 2.603 eV
spin multiplicity = 5
⟨S²⟩ = 6.03
charge = -1
relative energy (zero: lowest compared OMol25 entry of this formula, charge and spin) = 0.0 kcal/mol

=====

[4]
Here is a cluster of 2 separate species, C5H14NO3 in total from the OMol25 dataset. Energies are from ωB97M-V with the def2-TZVPD basis set.

```
23
Properties=species:S:1:pos:R:3:lowdin_charge:R:1
C 0.7239 1.4436 -0.2905 -0.069
C -0.1794 0.3999 -0.8809 -0.370
C 0.2945 -1.0561 -0.7041 -0.175
C 1.7853 -1.3338 -0.4637 -0.520
O 2.3007 -0.7665 0.6473 -0.340
N -1.5813 0.5040 -0.3955 -0.031
C -2.0627 1.4490 0.5095 -0.322
O -2.5904 2.6462 -0.1237 -0.098
H 0.5557 1.5744 0.7818 0.070
H 1.7472 1.0590 -0.3292 0.064
H 0.6139 2.4505 -0.7127 0.076
H -0.2692 0.5418 -1.9587 0.116
H -0.2276 -1.4528 0.1555 0.085
H 0.0044 -1.5803 -1.6205 0.096
H 2.3521 -1.0437 -1.3801 0.085
H 1.7798 -2.4472 -0.4621 0.081
H -2.1506 -0.3144 -0.5273 0.106
H -1.2930 1.7736 1.2060 0.098
H -2.8650 1.0204 1.0994 0.106
H -2.7342 2.3819 -1.0428 0.064
H 2.0002 -2.2320 1.9067 -0.007
H 0.4770 -2.3087 2.1655 0.004
O 1.3186 -2.7085 2.4200 -0.119
```

Computed properties:
E_LUMO = 3.518 eV
charge = -1
relative energy (zero: lowest compared OMol25 entry of this formula, charge and spin) = 27.6 kcal/mol

=====

[5]
Here is a structure of composition C6H13N from the OMol25 dataset. Energies are from ωB97M-V with the def2-TZVPD basis set.

```
20
Properties=species:S:1:pos:R:3:lowdin_charge:R:1
C -2.9034 0.5370 -0.0920 -0.122
C -1.3980 0.4971 0.1599 -0.271
C -0.6065 0.1235 -1.0893 -0.271
N 0.8312 0.2329 -0.8890 -0.065
C 1.5776 -0.7526 -1.3252 -0.148
C 1.8726 -0.9635 0.6645 -0.007
C 2.3446 0.1225 1.5712 -0.196
H -3.2787 -0.4362 -0.4306 0.072
H -3.1609 1.2760 -0.8603 0.072
H -3.4479 0.8029 0.8198 0.069
H -1.0448 1.4743 0.5111 0.109
H -1.1718 -0.2240 0.9560 0.097
H -0.8607 0.8469 -1.8823 0.122
H -0.9240 -0.8699 -1.4606 0.114
H 2.6292 -0.5975 -1.5308 0.075
H 1.1194 -1.5970 -1.8819 0.099
H 0.9416 -1.3313 1.1157 0.031
H 2.5996 -0.6339 2.3495 0.088
H 3.2834 0.6431 1.3562 0.064
H 1.5976 0.8497 1.9381 0.069
```

Computed properties:
E_LUMO = 0.835 eV
relative energy (zero: lowest compared OMol25 entry of this formula, charge and spin) = 103.9 kcal/mol

=====

[6]
Here is a cluster of 2 separate species, CH3Cl2N3O in total from the OMol25 dataset. Energies are from ωB97M-V with the def2-TZVPD basis set.

```
10
Properties=species:S:1:pos:R:3:lowdin_charge:R:1
C -0.4212 -0.2997 0.0737 -0.281
N -0.5022 -1.4069 0.5544 0.148
N -0.8876 0.8354 -0.2656 0.002
N 2.0162 0.0048 -0.5379 -0.991
O -2.2763 1.1367 -0.4039 0.018
Cl 2.4128 -1.5061 0.0839 0.486
Cl 2.4435 1.2802 0.5382 0.379
H 0.3117 -2.0224 0.6314 -0.008
H -0.3190 1.5736 -0.6529 0.141
H -2.7779 0.4043 -0.0212 0.106
```

Computed properties:
E_LUMO (alpha / beta) = -0.694 / -1.101 eV
relative energy (zero: lowest compared OMol25 entry of this formula, charge and spin) = 108.2 kcal/mol

=====

E? In order: -123874.8353; -18380.8714; -69850.4929; -13044.2545; -7918.3282; -32641.6654 eV.